Model A:
{"formula": "C3H8OS", "method": "ωB97M-V with the def2-TZVPD basis set", "gap_ev": 9.9, "homo_energy_ev": -8.99, "smiles": "CC=O.CS", "symbols": ["C", "C", "O", "H", "H", "H", "H", "C", "S", "H", "H", "H", "H"], "positions_angstrom": [[0.20194, -1.59922, 1.30218], [1.53591, -1.20469, 0.73779], [1.94680, -0.07289, 0.71253], [-0.34989, -0.69375, 1.54827], [0.36192, -2.16919, 2.21655], [-0.35513, -2.20473, 0.59026], [2.17407, -2.01132, 0.34051], [-0.46135, 1.50617, -1.12549], [-2.22174, 1.77065, -0.76251], [-0.29390, 1.82518, -2.14584], [0.21218, 2.00251, -0.43191], [-0.22679, 0.44241, -1.08699], [-2.52402, 2.40889, -1.89536]]}

Model B:
{"formula": "C3H8OS", "method": "ωB97M-V with the def2-TZVPD basis set", "gap_ev": 8.8, "homo_energy_ev": -8.22, "smiles": "C=O.CSC", "symbols": ["C", "O", "H", "H", "C", "S", "C", "H", "H", "H", "H", "H", "H"], "positions_angstrom": [[-2.65684, 3.95193, -1.20071], [-1.71487, 3.16244, -1.35046], [-2.53401, 4.59692, -0.35829], [-3.64888, 3.93349, -1.75912], [0.42904, -1.12677, -0.53742], [1.34917, -2.71932, -0.23313], [1.83386, -2.40779, 1.44973], [-0.05197, -0.64760, 0.42321], [1.30124, -0.47627, -0.58282], [-0.27148, -1.26857, -1.35438], [2.80472, -1.95606, 1.32274], [1.82698, -3.34517, 2.07027], [1.33303, -1.69721, 2.11038]]}

In kJ/mol, relative to the most stable structure: model A 0.0; model B 139.4.

Model A:
{"formula": "H2N2O3S", "method": "ωB97M-V with the def2-TZVPD basis set", "gap_ev": 8.0, "homo_energy_ev": -9.60, "symbols": ["N", "N", "O", "O", "O", "S", "H", "H"], "positions_angstrom": [[0.31999, 1.57162, 0.20699], [-1.28370, 0.04938, -0.38638], [1.92612, -0.44680, -1.01272], [0.74611, -1.35232, 0.88774], [-0.84829, 1.32388, 0.26308], [1.71095, -0.31385, 0.41609], [-2.14788, -0.28424, 0.05525], [-0.42330, -0.54767, -0.43005]]}

Model B:
{"formula": "H2N2O3S", "method": "ωB97M-V with the def2-TZVPD basis set", "gap_ev": 9.9, "homo_energy_ev": -10.45, "symbols": ["N", "N", "O", "O", "O", "S", "H", "H"], "positions_angstrom": [[-1.09783, 0.98853, -1.64360], [-2.42031, -0.64203, 0.12870], [-3.29956, -0.72834, 0.95656], [-2.15132, -1.47165, -0.75763], [-0.36134, 1.09679, 0.59694], [-1.60335, 1.09850, -0.06725], [-1.78334, 0.88730, -2.38494], [-0.54608, 0.11072, -1.61305]]}

In kJ/mol, relative to the most stable structure: model A 198.8; model B 0.0.

Model A:
{"formula": "H2N2O3S", "method": "ωB97M-V with the def2-TZVPD basis set", "gap_ev": [7.4, 7.4], "homo_energy_ev": [-9.78, -9.78], "smiles": "O=[N+]([O-])O.N=S", "symbols": ["O", "N", "O", "O", "H", "N", "S", "H"], "positions_angstrom": [[1.60573, 2.14358, -0.82742], [0.73126, 1.44873, -0.43968], [-0.17505, 1.72115, 0.28873], [0.77481, 0.16622, -0.88979], [0.05542, -0.39173, -0.45571], [-0.93500, -1.34779, 0.47232], [-0.14883, -2.51793, 1.11099], [-1.90835, -1.22223, 0.74057]]}

Model B:
{"formula": "H2N2O3S", "method": "ωB97M-V with the def2-TZVPD basis set", "gap_ev": 6.9, "homo_energy_ev": -8.61, "symbols": ["N", "N", "O", "O", "O", "S", "H", "H"], "positions_angstrom": [[-1.24511, -1.00880, -1.24207], [-1.27325, 0.59918, 0.58936], [1.17797, -0.98569, 0.95274], [2.77785, 0.40451, -0.09785], [-1.79259, -0.11429, -0.76627], [1.98705, -0.77600, -0.24736], [-1.37939, 1.52573, 0.24667], [-0.25253, 0.35535, 0.56479]]}

In kJ/mol, relative to the most stable structure: model A 0.0; model B 34.5.

Model A:
{"formula": "H2N2O3S", "method": "ωB97M-V with the def2-TZVPD basis set", "gap_ev": [8.6, 8.5], "homo_energy_ev": [-8.97, -8.97], "symbols": ["N", "N", "O", "O", "O", "S", "H", "H"], "positions_angstrom": [[1.25879, 0.20334, -0.11839], [-0.62243, -0.36193, -0.17629], [2.01009, -0.66638, 0.05804], [1.42471, 1.37864, -0.30295], [-0.68943, -1.38495, 0.75476], [-1.24001, 1.15308, 0.27443], [-1.25154, -2.10004, 0.33696], [-0.89017, 1.77824, -0.82654]]}

Model B:
{"formula": "H2N2O3S", "method": "ωB97M-V with the def2-TZVPD basis set", "gap_ev": 9.8, "homo_energy_ev": -9.53, "smiles": "O=[N+]([O-])N(O)S", "symbols": ["O", "N", "O", "N", "O", "S", "H", "H"], "positions_angstrom": [[1.28796, 0.86493, -0.94400], [0.99559, -0.16385, -0.34567], [1.60523, -1.20800, -0.24178], [-0.32758, -0.17324, 0.02686], [-1.01025, -1.21397, 0.66689], [-1.10664, 1.26223, 0.22164], [-0.65646, -1.14279, 1.54763], [-0.78786, 1.77470, -0.93158]]}

In kJ/mol, relative to the most stable structure: model A 47.7; model B 0.0.

Model A:
{"formula": "C2H2NO3", "method": "ωB97M-V with the def2-TZVPD basis set", "gap_ev": 8.2, "charge": -1, "homo_energy_ev": -4.30, "symbols": ["C", "C", "N", "O", "O", "O", "H", "H"], "positions_angstrom": [[0.47458, -1.34888, 0.02914], [1.49488, -1.60986, -1.11132], [0.17538, -0.19926, 0.48309], [1.50103, -0.59575, -1.88138], [-0.82951, -2.46095, 0.76922], [2.18673, -2.65034, -1.04959], [0.93215, 0.57732, 0.28509], [-0.58611, 0.01304, 1.18183]]}

Model B:
{"formula": "C2H2NO3", "method": "ωB97M-V with the def2-TZVPD basis set", "gap_ev": 5.6, "charge": -1, "homo_energy_ev": -2.66, "symbols": ["C", "C", "N", "O", "O", "O", "H", "H"], "positions_angstrom": [[-2.18664, 0.28707, 1.14654], [0.92014, -0.56010, -1.94101], [0.24195, -1.14504, -2.70939], [-2.44299, 1.39344, 0.99006], [-2.10276, -0.81218, 1.49694], [2.50912, 0.57984, 1.40056], [1.49359, -0.28087, -1.17889], [1.56762, 0.53783, 0.79520]]}

In kJ/mol, relative to the most stable structure: model A 144.0; model B 0.0.